Here is a structure of composition C17H43ClN2SSi2 at a distorted geometry from the OMol25 dataset. Energies are from wB97M-V/def2-TZVPD.

Computed properties:
* net charge: 0
* highest occupied orbital energy: -5.6 eV
* HOMO-LUMO gap: 0.1825 Ha
* E: -2220.35353 Eh

CARTESIAN COORDINATES (ANGSTROEM)
H -3.5634 0.1501 -4.6216
H -1.8735 1.9891 -3.4946
H -3.8258 -2.3323 -1.4122
H -5.1853 -3.5804 -3.6948
H 1.9626 -2.2068 0.1985
C 0.5233 -2.7750 1.6346
H 5.3560 3.5506 3.4947
C -1.5987 -3.7136 -1.7241
H -1.9147 1.6608 -5.2043
H 3.3751 5.7463 5.5701
H 1.2299 1.6077 -0.5844
C 2.9798 5.6042 4.5579
C 0.9105 -2.4765 0.1959
Si 2.9444 3.7739 4.0880
H 1.3245 0.5391 3.4404
H 0.7764 -1.9668 2.3069
C 0.8988 0.9850 2.5393
H -3.0886 -4.9801 -2.6174
H -5.6499 -2.1557 -2.7671
C -1.3978 1.4149 -4.2830
N -0.4708 -3.1335 -2.5060
H -2.8003 -3.5255 -3.5459
H 1.0393 -3.6670 1.9567
H 5.1412 3.4605 5.2485
H 2.2182 3.2183 6.4211
Si 2.1218 2.1844 1.7079
H 3.6155 6.1617 3.8669
H -0.0197 1.5072 2.8103
H 0.4234 3.0445 0.0845
H 1.9975 1.8247 5.3668
C 1.3864 2.5379 -0.0114
H -2.6386 -0.8085 -5.8021
H -4.3018 -3.9341 -0.9499
H -1.3693 0.4108 -1.9542
H -0.6508 -0.5499 -4.5572
H 3.5650 0.3996 0.6725
H -0.9066 -1.3312 -0.0108
H 0.8490 3.1743 5.3015
H 2.0585 3.1746 -0.5879
H 4.4888 1.8762 0.9904
H -0.3717 1.7307 -4.4242
C -1.5125 -0.1018 -4.0699
C 4.7206 3.1475 4.2854
C -1.5352 -0.4646 -2.5758
H -0.7446 -3.1397 -3.4882
C -4.1012 -3.3070 -1.8119
H 0.6253 0.1543 1.8660
H -2.4424 -0.9785 -2.2795
C 3.7215 1.2161 1.3958
H 4.7740 2.0566 4.2505
H -6.1808 -3.7094 -2.2232
Cl -1.2259 -3.1068 1.8380
C -2.8040 -0.6124 -4.7517
H -1.2584 -4.6837 -1.3794
H -3.1789 -1.4944 -4.2393
C 1.9026 2.9125 5.4167
N 2.3277 3.6211 2.5245
C -5.3546 -3.1963 -2.6962
H 4.1012 0.7626 2.3132
H 0.5093 -0.3691 -0.2357
C -2.8951 -3.9151 -2.5328
H 1.9741 6.0273 4.5204
S -0.0986 -1.5158 -2.2047
C 0.0994 -1.3503 -0.4200
H 0.8394 -3.3977 -0.3707
H -1.8214 -3.1457 -0.8320

Cartesian forces (eV/Å) of the 3 atoms listed first:
H -0.276 0.110 -0.188
H 0.019 0.048 0.189
H -0.043 0.166 0.046

=====

Here is a cluster of 12 separate species, C17H43FN14O25S2 in total at a distorted geometry from the OMol25 dataset. Energies are from wB97M-V/def2-TZVPD.

Computed properties:
* net charge: 0
* highest occupied orbital energy: -8.3 eV
* HOMO-LUMO gap: 0.2867 Ha
* SMILES string: O=S(=O)(F)NCCCCSc1nnco1.C[N+](=O)[O-].C[N+](=O)[O-].C[N+](=O)[O-].C[N+](=O)[O-].C[N+](=O)[O-].C[N+](=O)[O-].C[N+](=O)[O-].C[N+](=O)[O-].C[N+](=O)[O-].C[N+](=O)[O-].C[N+](=O)[O-]
* E: -4216.13756 Eh

CARTESIAN COORDINATES (ANGSTROEM)
H 3.8704 1.0460 -4.4864
H 3.7094 1.0961 2.5126
O -6.1133 2.2066 6.0844
H -3.7290 -1.1608 9.2169
N -1.1489 -1.5681 -0.1060
N -6.5313 0.1732 -3.2552
N -0.0982 5.2024 -3.6364
C -5.2383 3.9955 1.7720
H 0.0598 1.3434 -1.8029
H 4.9525 -4.2733 0.3916
O -1.0219 0.1192 8.9935
C -0.0942 6.6832 -3.5121
C -3.1761 -0.3546 9.6977
C 4.0298 -4.2910 -0.1880
H -3.7814 2.1287 6.6460
H 0.0824 7.0956 -4.5049
O -6.5081 -5.0045 -1.8435
H 5.2181 -3.1466 -3.3287
H -3.3482 2.4673 4.9401
N 2.8938 0.7690 -4.2522
S 3.0019 -0.5785 -3.1981
N -2.2050 0.1763 8.7058
H 0.8339 -2.0051 -0.5963
H -2.0444 2.1386 -4.0924
H 0.7058 6.9529 -2.8234
N -4.2687 4.5250 0.7775
O 7.7344 -1.9204 -0.5125
H -2.5541 -4.0791 2.6018
C -4.6074 1.0138 -2.6526
H 2.4385 2.0963 -2.5159
H 3.9215 2.7833 1.9466
O 4.4825 -0.8448 -2.9927
H 6.8060 -2.5149 -2.7955
C -3.8967 2.8203 5.8131
H 3.9320 -3.3857 -0.7856
H -0.3201 3.1258 -2.2681
O -1.9349 -2.2436 0.5408
H -1.6943 0.4442 -3.4441
H -4.6904 3.6275 2.6336
H 4.1462 1.4125 0.8032
C 3.6003 1.7791 1.6720
N -5.8333 0.4992 -2.1055
N 6.8647 -4.4196 -3.6557
H -5.8985 4.8140 2.0558
N -5.3346 2.8896 5.4419
O -1.1176 4.6152 -3.3077
N 8.8524 -1.4287 -0.5010
H 9.5773 -2.1522 -2.3248
O 0.9234 4.6811 -4.0588
H -2.6277 -0.7249 10.5619
C 9.9021 -2.1314 -1.2850
O 2.0876 -3.4409 0.7449
C -0.3259 2.0262 -2.6513
S -3.1098 1.7233 -1.8603
H -0.9400 -4.5476 3.2235
C 2.1973 1.9520 -3.6252
O -4.7341 4.9806 -0.2596
O -2.8276 -2.2873 4.4578
O -4.5193 0.9731 -4.0787
H 9.9959 -3.1383 -0.8800
F 2.3656 -1.9454 -3.9539
O 9.1801 -0.4167 0.0949
N -5.7622 -4.1348 -2.2656
C -5.8977 -2.7826 -1.6631
H -5.7918 3.1881 1.2931
H 0.3929 -2.3255 1.1074
H -2.3971 -4.8354 4.2267
C -5.7857 0.4421 -4.4582
H -3.8366 0.4640 9.9813
O 7.9492 -4.8018 -3.2415
O 1.3797 1.1826 1.9504
N 2.1636 1.8544 1.2993
O 2.3302 -0.3986 -1.8725
H 2.6313 2.8814 -4.1617
C -1.7783 1.5492 -3.1383
O -3.0804 4.4672 1.0674
C 0.6332 1.9134 -3.9716
C 6.1616 -3.3906 -2.8454
H -6.1339 0.2813 -5.5354
H 0.2954 0.9322 -4.4888
H 5.9908 -3.8122 -1.8565
H 0.6045 -0.6382 0.5493
C -1.9307 -4.1829 3.4892
O 2.8639 -5.3166 1.5198
O 1.8737 2.5855 0.3654
O -4.9183 -4.2798 -3.1360
N 2.8988 -4.3546 0.7728
O -1.4391 -0.8348 -1.0371
C 0.2859 -1.6424 0.2706
O -2.6675 0.6321 7.6718
H -6.9153 -2.4401 -1.8472
O -5.6312 3.6305 4.5147
H -5.6990 -2.8776 -0.5962
H -1.0600 7.0054 -3.1267
H -5.1772 -2.1151 -2.1308
O 6.3125 -4.8077 -4.6717
H 0.2841 2.7696 -4.6551
N -1.7971 -2.8359 4.1028
H 3.9752 -5.1779 -0.8188
H 10.8388 -1.5862 -1.1846
H -3.5827 3.8238 6.0987
O -0.6711 -2.3764 4.2075

Cartesian forces (eV/Å) of the 3 atoms listed first:
H -0.807 -0.912 0.319
H -0.128 0.092 -0.138
O 0.243 0.474 -0.494

=====

Here is a structure of composition C17H43N2O17V at a distorted geometry from the OMol25 dataset. Energies are from wB97M-V/def2-TZVPD.

Computed properties:
* 2S+1: 3
* net charge: 0
* highest occupied orbital energy (alpha / beta): -9.6 / -9.6 eV
* HOMO-LUMO gap (alpha / beta): 0.3186 / 0.3556 Ha
* E: -3006.19014 Eh

CARTESIAN COORDINATES (ANGSTROEM)
H 1.7104 1.4358 -2.1343
H 1.2101 0.2174 3.6553
C 2.7789 -0.0911 2.1454
H -5.1561 4.5752 1.6515
H 2.7304 -0.5824 4.1423
H -4.1006 -1.6889 -1.3027
C -3.0119 -1.5531 -1.1212
H 2.4270 -0.4511 -5.1813
V -2.3128 1.7416 3.0390
C -2.1179 -2.5316 -1.8508
O -2.3550 0.0361 4.4428
O 1.4045 5.0657 -0.0077
H -1.0692 -5.7893 0.0993
H -1.3259 -2.4535 2.1122
H 2.5090 -1.1790 1.9526
H 2.3003 1.9926 4.5446
H -0.4563 5.7186 -0.6873
C 2.2891 0.2287 3.5410
O -2.5025 3.5924 2.7255
O -2.0912 0.7777 1.3850
N 1.7712 -0.5592 -7.1494
H 0.7826 3.4615 -3.2205
C 0.0595 3.7246 -1.4160
H -0.3349 4.3346 0.5179
O -0.0476 0.4050 0.3861
H 0.5968 2.9194 -0.9341
N 1.8398 -3.3793 3.2308
H 0.0644 0.7108 -5.2157
H 0.8813 1.9216 -6.0744
O -0.2230 1.1735 2.5418
O -2.0119 0.7160 6.5607
H -0.9428 3.4515 -1.7198
H -2.2872 -3.5312 -1.4230
C 3.3435 1.1125 -6.1466
H 4.2594 0.5076 -6.2902
C -1.5047 -6.0009 1.1039
C 0.2115 -4.8739 2.3497
H -0.5811 -1.3043 -1.5653
H 0.6267 -4.7275 1.3564
C -3.6983 3.5230 2.2256
O 2.2849 0.7063 1.0080
O -4.1924 4.6813 1.7110
O -0.7671 -2.2637 -1.6325
H 2.6377 1.5954 1.2042
H 0.2772 -2.3006 1.3662
H 1.1883 -0.0843 -3.1166
H 0.9460 -1.1019 -6.8867
H -2.5888 -5.9775 0.9551
O 1.3638 1.7665 -4.1213
H 1.9400 5.2264 -0.7881
H -0.0726 -1.4151 2.7633
O -2.4668 2.1356 5.1059
H 1.0086 0.5717 0.6586
H 3.1319 1.8596 -6.9642
H 0.6416 -5.7219 2.8538
H -1.2953 -6.9951 1.3938
H -2.3642 0.4041 -1.1054
H 1.5020 0.0942 -7.8740
C -0.2570 -2.4145 2.2902
O -1.1990 -5.0480 2.1022
C 2.1205 0.2612 -5.9301
H -2.7453 -1.4964 -0.0795
H -1.8279 -0.2235 6.7143
H -0.0669 -3.6181 4.1276
O -4.4298 2.4921 2.2874
H 3.8415 -0.0686 2.0068
O -2.7306 -0.2361 -1.7281
H -2.3906 -2.4609 -2.9156
C -2.1904 0.9064 5.2856
H 2.0821 -2.5327 3.7233
C 1.0109 1.1069 -5.3566
H 2.0734 -4.0537 3.9535
C 1.0883 0.9780 -2.9360
O 2.8429 1.4117 4.0047
H 3.5337 1.7794 -5.2917
C 0.0422 4.7988 -0.3793
C 0.3757 -3.5492 3.1291
H 0.0403 1.2013 -2.6273
C -0.7724 0.7353 1.3850
O 0.7180 4.2021 -2.5658

Cartesian forces (eV/Å) of the 3 atoms listed first:
H -0.061 -0.919 -0.564
H 0.085 -0.192 -0.286
C -1.036 -2.009 -0.966

=====

Here is a structure of composition C17H44AsF6NiO19S6 at a distorted geometry from the OMol25 dataset. Energies are from wB97M-V/def2-TZVPD.

Computed properties:
* 2S+1: 3
* net charge: +1
* highest occupied orbital energy (alpha / beta): -12.8 / -12.8 eV
* HOMO-LUMO gap (alpha / beta): 0.3618 / 0.2917 Ha
* E: -8835.92476 Eh

CARTESIAN COORDINATES (ANGSTROEM)
C -3.2619 3.6633 -0.9521
O -2.3368 3.4381 5.8604
H -0.8799 5.2753 -3.7119
H -0.7407 -2.2120 -3.1033
H 2.5781 -1.2513 -7.4417
H -2.0411 4.1958 -4.5730
S -3.0671 6.1586 -3.8759
H 3.6933 1.6580 -0.6548
H -3.6621 3.7166 -3.0480
H 2.0601 2.0210 -4.2487
S -2.9291 2.4931 5.0120
C 2.2940 1.2496 3.1175
H -1.5779 -7.4571 0.3121
C -1.2175 -6.4473 0.4892
S 0.0886 -4.0163 -1.8159
H 2.8610 1.9034 3.7824
H 0.8566 1.4115 -2.9984
F -1.8589 -1.2440 -0.3059
H -6.2194 2.1482 4.7111
H -3.7824 4.0406 -0.0709
H 1.9184 -4.6548 4.9914
H 1.6982 1.9290 2.5090
F 0.1467 1.3988 0.6198
O 2.4315 -0.4215 -1.7910
H 3.8929 4.0930 1.1631
C 2.2176 -1.4854 -6.4407
S 3.4999 0.4594 2.1439
F -0.7995 -0.5085 1.7932
O 2.3560 -0.7861 -4.1459
H -5.2915 3.3200 2.8233
O 4.2411 0.4722 -3.2390
F -0.8958 0.6514 -1.4467
O -2.7300 7.5225 -3.7477
O -4.1888 5.7385 -4.6372
H -0.6959 -3.9952 3.5152
H -2.1869 3.7492 -0.8052
H -0.3499 -2.2251 3.3455
As -0.8977 0.0821 0.1979
C 1.8935 1.6180 -3.2539
H 0.9576 -3.1792 5.2861
O 1.3914 -5.0722 2.4764
H 2.6832 -3.3353 6.8907
H -1.6162 -6.1092 1.4466
H 1.1518 -1.3484 -6.2836
O 1.7246 -2.9849 1.2700
H -2.0057 -3.4240 -2.6315
C -1.6884 5.2161 -4.4298
H 3.3933 4.1548 -0.6449
C 2.9518 -3.0084 5.8831
H -0.9099 -3.1751 1.9227
H -2.7011 -5.2230 -0.4927
S 2.8652 0.1834 -3.0237
H -1.4715 5.5808 -5.4333
O 4.5051 -0.1238 2.9398
H 4.9596 3.6871 -0.1714
O 0.5568 -5.2405 -2.3429
H 2.3967 2.1577 0.2996
H -4.3929 1.8472 2.3959
S 1.2950 -3.6678 2.4514
H 2.8465 -1.9223 5.9811
C 1.9188 -3.5674 4.9416
C -1.6475 -5.4828 -0.6145
O -3.4066 3.1525 3.6462
C 3.0795 -0.7754 -5.4231
O 1.0400 -3.0576 -1.3400
Ni 2.3743 -1.7278 -0.2031
O 2.1756 -3.0813 3.6028
O -3.1987 5.6290 -2.3806
H -5.1846 0.7393 4.2481
H 3.3411 0.2320 -5.7335
C 3.4863 2.2265 0.2533
H 1.6559 0.5511 3.6472
C -5.2350 1.8139 4.4094
O -0.8536 -4.2828 -0.5954
C -1.0002 -3.2607 -3.0098
O 2.7894 -0.3881 1.1982
F -2.2543 1.0480 0.5342
C -3.8392 4.3495 -2.1754
H 3.9559 -1.3927 -5.2495
O 4.1743 1.6448 1.3833
F 0.5496 -0.8872 -0.1912
H -0.1304 -6.4439 0.5416
C -0.3605 -3.1953 2.8608
O -2.2145 1.3040 4.7273
C 3.9193 3.6595 0.1691
H 3.9943 -3.2109 5.6583
C -4.6208 2.5502 3.1950
H -0.8678 -3.8507 -3.9115
H -1.6226 -6.0149 -1.5666
H 2.4120 -2.5607 -6.3836
H -4.9124 4.4894 -2.0791
H 2.3073 2.3315 -2.5364
O -4.3793 2.1506 5.5250
H -3.4549 2.5923 -1.0167

Cartesian forces (eV/Å) of the 3 atoms listed first:
C -0.546 -0.024 0.305
O 0.154 0.939 0.400
H 0.183 0.158 -0.147